C6H11N2O | ωB97M-V/def2-TZVPD

For the gap between HOMO and LUMO, the calculation gives 0.3789 Ha. Its total charge is +1. The largest force on an atom comes out at 4.292 eV Å⁻¹. The HOMO energy is -13.0 eV. Its energy above the lowest of the compared OMol25 structures with the same formula, charge and spin is 227.3 kJ/mol. The LUMO energy is -2.67 eV.

```
20
Properties=species:S:1:pos:R:3:forces:R:3
C 0.507 -0.032 -2.166 1.9 1.0 0.4
N 0.116 -0.778 -0.974 0.1 -0.8 1.4
C -0.318 -2.092 -1.137 -2.3 -0.2 1.1
C -0.950 -2.423 0.014 -0.5 -2.0 -1.4
O -0.852 -1.391 0.909 0.6 -0.7 0.5
C -0.117 -0.471 0.347 0.1 3.5 -1.3
N 0.155 0.693 0.997 0.5 -1.2 -2.3
C 0.510 1.946 0.294 -4.3 -0.2 0.2
C -0.087 0.871 2.398 -0.9 -3.7 -0.4
H 1.172 -0.679 -2.783 -0.7 0.3 0.4
H -0.432 0.216 -2.738 1.3 0.4 0.6
H 1.243 0.781 -1.776 -1.8 -1.0 -1.4
H -0.505 -2.542 -2.109 0.7 0.0 0.3
H -1.584 -3.319 0.249 1.0 1.3 0.1
H 0.101 1.887 -0.733 0.4 0.4 0.7
H -0.108 2.758 0.854 1.6 -1.1 -1.1
H 1.534 2.017 0.313 2.4 1.0 0.0
H 0.744 1.251 2.905 1.3 0.8 0.6
H -0.927 1.528 2.405 -0.9 0.2 1.1
H -0.200 -0.222 2.731 -0.6 2.0 0.5
```
Positions in Å, forces in eV/Å.


C6H11N2O | ωB97M-V/def2-TZVPD

For the gap between HOMO and LUMO, the calculation gives 0.2998 Ha. Its total charge is +1. The largest force on an atom comes out at 4.247 eV Å⁻¹. The HOMO energy is -12.4 eV. Its energy above the lowest of the compared OMol25 structures with the same formula, charge and spin is 294.8 kJ/mol. The LUMO energy is -4.22 eV.

```
20
Properties=species:S:1:pos:R:3:forces:R:3
C -2.474 -0.881 -0.398 0.1 -1.3 -2.0
C -2.144 0.510 -0.159 2.5 2.1 0.7
C -1.365 -1.893 -0.194 -2.7 0.4 -1.6
C 2.981 -0.020 -0.037 -1.8 0.1 -0.4
C 4.260 -0.111 -0.025 0.1 -0.2 -0.4
C -0.397 2.164 0.391 1.6 0.8 1.9
N -0.207 -1.706 0.138 3.5 -1.1 2.2
N -0.923 0.867 0.178 -2.0 -2.0 -0.4
O 1.812 0.086 -0.042 1.0 0.2 0.1
H -2.852 -1.033 -1.522 0.6 0.5 2.3
H -2.834 1.334 -0.297 -0.3 -0.1 -0.1
H -1.739 -2.805 -0.517 -0.6 -2.3 -0.2
H -3.260 -1.295 0.232 -0.5 0.5 0.0
H 4.710 0.186 0.867 0.9 0.4 1.3
H 4.850 -0.481 -0.825 0.2 -0.2 -0.6
H 0.414 2.424 -0.240 0.4 -0.2 -1.4
H -1.051 2.981 0.463 -1.6 0.7 -0.4
H 0.161 2.250 1.342 -0.5 -0.8 0.1
H -0.272 0.050 0.337 -0.1 0.3 -0.3
H 0.331 -2.627 0.308 -0.9 2.0 -0.7
```
Positions in Å, forces in eV/Å.


C6H11N2O | ωB97M-V/def2-TZVPD

For the gap between HOMO and LUMO, the calculation gives 0.2926 Ha. Its total charge is +1. The largest force on an atom comes out at 2.827 eV Å⁻¹. The HOMO energy is -12.2 eV. Its energy above the lowest of the compared OMol25 structures with the same formula, charge and spin is 511.5 kJ/mol. The LUMO energy is -4.20 eV.

```
20
Properties=species:S:1:pos:R:3:forces:R:3
C 4.102 -0.505 -0.409 -0.1 -1.4 -2.5
O 3.007 0.451 -0.376 0.7 0.3 1.0
C 1.848 -0.031 -0.301 -1.6 0.0 0.5
C 0.565 0.252 -0.039 -0.8 -0.1 0.5
C -0.587 0.929 0.158 -1.9 0.0 -0.9
N -1.863 0.478 0.195 2.4 1.0 0.4
C -2.938 1.405 0.572 -1.0 -0.8 0.2
C -2.206 -0.901 -0.040 -1.6 1.0 1.2
N 1.020 -1.139 -0.385 1.5 -0.5 -0.8
H 4.508 -0.857 0.527 -1.1 -0.2 0.8
H 5.007 -0.029 -0.806 -0.8 0.2 -0.7
H 3.603 -1.277 -1.104 1.9 0.5 1.2
H -0.585 2.002 0.090 0.6 0.4 0.5
H -3.359 1.870 -0.346 -0.7 -1.2 0.3
H -3.622 0.732 1.263 0.9 2.1 -1.5
H -2.608 2.356 1.010 0.4 -0.8 0.9
H -3.070 -0.903 -0.674 -0.2 -0.3 -0.7
H -1.406 -1.447 -0.389 1.6 -0.9 -1.3
H -2.500 -1.384 0.874 -0.3 -0.1 0.7
H 1.084 -2.003 0.180 0.1 0.9 0.2
```
Positions in Å, forces in eV/Å.